# 1
C3H3ClN2O | ωB97M-V with the def2-TZVPD basis set

Each line ends with the natural charge from an NBO analysis.
Cartesian coordinates (Å):
N1 2.543 -1.480 -0.203  -0.25
C1 1.745 -0.629 -0.022  0.24
C2 0.659 0.259 0.153  0.02
C3 -0.538 -0.265 0.892  -0.40
Cl1 -1.775 -0.985 -0.305  -0.08
N2 0.759 1.484 -0.226  -0.01
O1 -0.322 2.248 -0.074  -0.52
H1 -1.185 0.503 1.452  0.26
H2 -0.250 -1.066 1.653  0.25
H3 -0.142 3.111 -0.457  0.50

Cartesian forces, eV/Å:
-2.346 2.658 0.677
3.004 -2.941 -1.033
-1.765 1.636 1.040
-1.833 -0.604 1.284
0.952 0.262 0.742
1.629 -0.588 -0.953
-1.274 -0.458 0.744
1.501 -0.860 -1.042
-0.399 0.933 -1.338
0.530 -0.037 -0.121

Results
2S+1: 1
energy relative to the best compared isomer or geometry (same formula, charge and spin): 55.4 kcal/mol
structure (SMILES): N#C/C(CCl)=N/O
electronic energy: -20707.1388 eV
E_HOMO: -10.58 eV
frontier orbital gap: 10.240 eV

***

# 2
C11H15NO | ωB97M-V with the def2-TZVPD basis set

Each line ends with the natural charge from an NBO analysis.
Cartesian coordinates (Å):
C1 0.829 -3.507 2.525  -0.63
C2 0.746 -2.118 2.015  -0.07
C3 1.027 -0.947 2.631  -0.04
N1 1.321 0.065 1.667  -0.56
C4 1.282 -0.545 0.368  0.14
C5 1.538 0.112 -0.882  -0.22
C6 1.039 -0.548 -2.012  -0.21
C7 0.592 -1.865 -1.808  -0.23
C8 0.393 -2.538 -0.640  -0.20
C9 0.816 -1.846 0.503  -0.08
H1 1.366 -4.177 1.867  0.22
H2 -0.139 -3.849 2.806  0.22
H3 1.434 -3.341 3.459  0.21
H4 1.010 -0.825 3.657  0.20
H5 1.591 0.919 2.054  0.41
H6 1.821 1.182 -0.934  0.21
H7 0.869 0.037 -2.933  0.23
H8 0.519 -2.461 -2.817  0.20
H9 0.032 -3.527 -0.457  0.22
C10 -2.465 4.088 -1.043  -0.65
C11 -1.508 2.870 -1.003  -0.07
O1 -1.754 1.893 -2.038  -0.74
H10 -3.356 3.786 -0.386  0.21
H11 -2.824 4.426 -2.023  0.21
H12 -1.969 5.033 -0.594  0.21
H13 -0.400 3.318 -0.984  0.16
H14 -1.884 2.314 -0.143  0.20
H15 -1.924 2.051 -2.857  0.46

Cartesian forces, eV/Å:
0.706 1.328 2.003
0.657 0.506 -3.620
-0.026 -0.393 -3.508
-0.783 -3.514 0.486
0.631 2.600 0.560
-1.682 0.108 0.356
0.540 0.776 1.836
-0.442 -1.945 -4.581
1.421 0.883 1.446
-0.373 0.475 2.572
-0.090 -0.089 -0.146
-0.699 -0.870 0.154
-0.540 -0.981 -0.583
0.336 0.785 1.809
0.625 1.598 -0.522
-0.084 -0.834 0.191
0.580 -0.904 0.325
-0.598 1.050 1.998
-0.200 -0.567 -0.762
-0.473 0.909 1.508
0.254 1.224 -1.544
2.118 -2.210 8.935
1.000 0.901 -1.138
0.159 -0.474 0.072
-0.774 -1.629 -0.434
-2.146 -1.651 0.064
1.340 0.086 0.303
-1.459 2.831 -7.781

Results
2S+1: 1
energy relative to the best compared isomer or geometry (same formula, charge and spin): 66.0 kcal/mol
structure (SMILES): Cc1c[nH]c2ccccc12.CCO
electronic energy: -15185.0598 eV
E_HOMO: -7.75 eV
frontier orbital gap: 8.610 eV

***

# 3
C55H57BrKN6OP2S | ωB97M-V with the def2-TZVPD basis set

Each line ends with the Mulliken charge.
Cartesian coordinates (Å):
K1 -0.704 0.652 -0.420  2.26
O1 0.651 -0.647 2.911  1.11
C1 -0.589 -0.073 3.003  -0.26
C2 -1.749 -0.780 2.718  -0.59
C3 -2.979 -0.141 2.826  -0.71
C4 -3.051 1.185 3.208  -1.36
C5 -1.879 1.883 3.471  -0.44
C6 -0.627 1.279 3.372  1.46
P1 0.805 2.284 3.911  -0.42
C7 1.966 2.266 2.501  0.32
C8 1.643 1.895 1.200  0.35
C9 2.546 2.045 0.156  0.81
C10 3.812 2.557 0.402  -0.81
C11 4.155 2.930 1.695  -1.07
C12 3.237 2.798 2.726  -0.34
C13 1.625 1.160 5.108  0.55
C14 2.777 0.418 4.860  0.09
C15 3.324 -0.387 5.847  -0.53
C16 2.713 -0.481 7.090  -0.59
C17 1.560 0.248 7.346  -0.61
C18 1.032 1.078 6.367  -0.57
C19 0.749 -2.013 3.134  -0.80
C20 0.800 -2.457 4.448  -0.33
C21 1.026 -3.800 4.692  -1.00
C22 1.212 -4.684 3.632  -1.01
C23 1.142 -4.224 2.331  0.04
C24 0.884 -2.877 2.058  -0.40
P2 0.738 -2.219 0.365  1.97
C25 2.405 -2.587 -0.278  -0.04
C26 3.383 -1.643 0.042  -0.63
C27 4.699 -1.834 -0.350  -0.49
C28 5.046 -2.959 -1.087  -0.74
C29 4.078 -3.897 -1.414  -0.78
C30 2.763 -3.719 -1.003  -0.09
C31 -0.366 -3.434 -0.445  0.75
C32 -1.345 -4.132 0.265  -0.86
C33 -2.267 -4.932 -0.397  -0.85
C34 -2.220 -5.060 -1.778  -0.86
C35 -1.256 -4.368 -2.496  -0.64
C36 -0.350 -3.551 -1.836  -0.47
H1 -1.698 -1.824 2.438  0.42
H2 -3.882 -0.699 2.612  0.49
H3 -4.009 1.678 3.308  0.45
H4 -1.926 2.921 3.779  0.55
H5 0.670 1.483 0.976  -1.10
H6 2.259 1.742 -0.845  0.14
H7 4.523 2.670 -0.405  0.43
H8 5.136 3.337 1.903  0.43
H9 3.521 3.114 3.724  0.50
H10 3.246 0.457 3.885  0.12
H11 4.224 -0.952 5.639  0.42
H12 3.137 -1.113 7.860  0.40
H13 1.082 0.189 8.315  0.43
H14 0.150 1.669 6.586  0.39
H15 0.687 -1.740 5.251  0.60
H16 1.075 -4.157 5.712  0.48
H17 1.413 -5.729 3.825  0.45
H18 1.282 -4.912 1.506  0.48
H19 3.113 -0.752 0.601  0.28
H20 5.450 -1.100 -0.085  0.51
H21 6.070 -3.107 -1.404  0.41
H22 4.348 -4.778 -1.982  0.46
H23 2.019 -4.467 -1.248  0.43
H24 -1.388 -4.066 1.344  0.29
H25 -3.016 -5.465 0.174  0.48
H26 -2.931 -5.695 -2.291  0.43
H27 -1.221 -4.436 -3.575  0.37
H28 0.379 -2.999 -2.418  0.16
Br1 -1.867 7.578 3.305  -0.17
C37 -2.166 6.011 2.299  -0.14
C38 -3.451 5.502 2.191  -0.85
C39 -3.671 4.342 1.464  -0.63
C40 -2.608 3.696 0.840  -0.68
C41 -1.321 4.209 0.978  0.42
C42 -1.095 5.370 1.695  -0.89
N1 -2.748 2.461 0.159  1.69
C43 -3.831 2.190 -0.441  -1.48
C44 -4.081 0.881 -1.089  0.87
C45 -5.298 0.679 -1.724  -1.06
C46 -5.542 -0.542 -2.338  -0.79
C47 -4.564 -1.514 -2.286  -0.53
C48 -3.378 -1.226 -1.617  -0.99
N2 -3.130 -0.061 -1.035  0.33
H29 -4.273 5.999 2.686  0.42
H30 -4.669 3.926 1.424  0.46
H31 -0.484 3.686 0.531  0.30
H32 -0.092 5.761 1.801  0.49
H33 -4.651 2.906 -0.554  0.45
H34 -6.038 1.468 -1.742  0.53
H35 -6.480 -0.720 -2.847  0.45
H36 -4.692 -2.479 -2.754  0.52
H37 -2.598 -1.976 -1.559  0.57
C49 3.443 0.828 -2.859  -1.11
N3 1.991 0.814 -2.974  1.59
C50 1.536 -0.537 -3.240  -0.16
C51 1.585 1.739 -4.023  -1.48
C52 0.090 1.844 -4.253  -0.81
N4 -0.706 2.241 -3.092  1.26
C53 -2.099 2.315 -3.524  -0.89
C54 -0.282 3.538 -2.583  -1.05
H38 3.931 0.488 -3.787  0.38
H39 3.760 0.175 -2.046  0.10
H40 3.789 1.841 -2.651  0.35
H41 1.884 -0.895 -4.228  0.20
H42 0.446 -0.596 -3.233  0.05
H43 1.938 -1.208 -2.481  -0.68
H44 2.036 1.447 -4.990  0.38
H45 2.002 2.720 -3.782  0.56
H46 -0.310 0.896 -4.618  -0.09
H47 -0.053 2.575 -5.069  0.46
H48 -2.223 3.007 -4.373  0.46
H49 -2.720 2.681 -2.708  0.11
H50 -2.447 1.330 -3.835  -0.03
H51 -0.270 4.310 -3.369  0.31
H52 0.717 3.477 -2.147  0.04
H53 -0.972 3.867 -1.805  0.32
N5 -0.117 -2.366 -6.287  -0.39
C55 -1.371 -1.882 -6.256  0.54
N6 -2.022 -1.824 -7.429  -0.43
S1 -2.096 -1.383 -4.827  -0.32
H54 0.350 -2.614 -7.142  0.20
H55 0.410 -2.366 -5.433  0.16
H56 -1.630 -2.163 -8.291  0.18
H57 -2.970 -1.494 -7.420  0.22

Cartesian forces, eV/Å:
0.002 -0.123 -0.631
-0.092 -0.028 -0.109
0.089 0.094 0.051
-0.018 0.026 -0.004
-0.009 -0.071 -0.050
0.002 0.078 0.012
0.009 0.016 -0.002
-0.091 -0.098 -0.051
0.041 0.077 0.040
0.041 0.023 -0.078
-0.007 0.048 0.004
-0.005 -0.023 -0.023
-0.029 -0.003 0.023
0.001 0.006 -0.001
0.038 0.045 0.005
-0.004 -0.069 0.011
-0.013 0.006 -0.037
-0.017 -0.007 0.028
0.010 -0.012 -0.003
-0.009 0.024 -0.006
-0.015 -0.034 0.019
0.082 0.050 0.074
0.011 -0.016 -0.042
-0.004 0.016 0.001
-0.001 0.003 0.016
-0.020 0.019 -0.048
0.022 -0.085 0.087
-0.101 0.043 -0.094
0.079 -0.034 0.024
0.027 -0.019 -0.014
-0.010 0.002 0.008
0.006 -0.013 -0.012
0.005 0.012 0.003
-0.002 -0.030 0.019
0.018 -0.061 0.033
-0.001 0.033 -0.017
0.016 -0.009 0.007
-0.013 -0.005 -0.013
-0.039 0.093 0.029
0.000 0.014 -0.051
0.011 -0.001 0.023
-0.005 0.002 0.009
-0.008 0.005 -0.009
-0.016 0.010 -0.003
0.409 0.270 0.704
0.006 0.010 0.016
0.009 -0.002 -0.004
0.006 0.003 -0.010
-0.031 0.002 0.011
-0.003 -0.012 0.010
0.002 -0.009 0.006
0.007 -0.004 -0.003
0.004 0.000 0.010
-0.014 -0.001 -0.010
0.010 -0.001 0.023
0.008 -0.002 0.009
-0.004 -0.002 0.001
-0.009 -0.009 0.008
-0.020 -0.006 0.010
0.009 -0.004 -0.007
0.006 0.006 0.003
0.001 -0.010 0.000
0.029 0.010 0.006
0.015 0.021 0.018
-0.005 -0.005 -0.004
-0.001 0.000 0.004
-0.016 -0.022 -0.028
0.015 0.015 0.016
0.005 0.026 0.017
0.013 -0.020 -0.015
-0.038 -0.022 -0.013
0.046 0.062 0.021
0.054 -0.136 -0.021
-0.027 0.035 0.028
-0.008 -0.013 0.004
-0.069 0.075 0.023
-0.043 -0.178 -0.186
-0.062 0.088 0.042
0.009 0.005 -0.023
-0.021 0.027 0.010
0.033 -0.051 0.014
-0.071 -0.014 -0.026
-0.330 -0.080 -0.039
0.003 0.010 0.008
-0.005 -0.019 -0.004
0.010 0.007 -0.007
0.000 0.009 0.008
0.034 0.074 0.165
0.001 0.013 0.008
0.002 -0.014 -0.008
-0.012 0.004 -0.006
0.074 -0.054 -0.009
0.038 0.004 -0.032
-0.020 0.023 0.003
-0.027 -0.052 -0.050
0.035 -0.003 -0.027
-0.016 0.010 -0.013
-0.001 -0.081 0.008
0.000 0.049 -0.023
0.022 0.055 0.012
-0.007 -0.002 0.003
-0.002 0.001 -0.006
-0.004 0.006 0.002
0.019 -0.004 0.003
-0.026 0.003 0.010
-0.007 -0.004 0.008
-0.007 -0.013 0.012
-0.013 -0.001 0.009
0.007 -0.005 0.006
0.005 -0.001 0.008
0.006 0.002 0.001
-0.009 -0.023 0.015
-0.008 0.002 0.010
-0.001 -0.007 0.000
-0.002 -0.012 0.003
-0.008 -0.002 -0.001
0.073 -0.013 0.000
-0.069 0.028 0.037
-0.010 0.001 0.001
0.034 -0.054 0.018
-0.012 0.008 -0.010
-0.017 0.006 -0.002
0.004 -0.001 0.009
0.010 -0.005 -0.020

Results
net charge: +1
2S+1: 1
energy relative to the best compared isomer or geometry (same formula, charge and spin): 6.5 kcal/mol
electronic energy: -184726.4317 eV
E_HOMO: -10.06 eV
frontier orbital gap: 7.457 eV